This record from the OMol25 dataset describes C26H61BN2O13P2SSi2 as an isolated structure. The level of theory is ωB97M-V/def2-TZVPD.

Computed properties:
HOMO energy = -8.11 eV
calculated total energy = -103395.6719 eV
E_LUMO = -0.10 eV
charge = 0
orbital gap = 8.003 eV

CARTESIAN COORDINATES (ANGSTROEM)
C 3.24249 -3.29348 0.84437
C 4.08834 -3.62559 -0.48854
C 3.33921 -2.91160 -1.72143
C 4.31597 -1.86039 -2.46686
C 3.42729 -0.71005 -3.13503
C 3.18220 0.59795 -2.24162
C 3.78351 0.55824 -0.76348
C 3.09610 1.64593 0.23617
C 1.59260 1.11218 0.49163
C 1.05955 1.38519 1.98566
C -0.29723 2.27750 2.00303
C -1.62306 1.37791 1.90107
Si -2.45531 1.42574 0.14880
O -1.38676 0.56619 -0.92044
B -1.49413 -0.85165 -0.70288
O -0.48012 -1.48558 0.14291
O -2.48616 -1.71826 -1.26651
O -3.89688 0.49469 0.29436
Si -5.22927 1.09603 -0.62835
C -6.62162 -0.25695 -0.46136
C -6.63740 -1.31158 -1.67498
C -7.01738 -2.75399 -1.02202
C -8.50994 -2.79713 -0.43520
S -9.02069 -4.56580 -0.04005
O -8.96028 -4.84243 1.45600
O -10.43343 -4.85403 -0.49073
O -7.93913 -5.63154 -0.75067
C -6.02280 2.68951 0.17258
O -6.01916 3.69696 -0.88386
C -6.17074 5.01707 -0.38509
C -7.13505 5.46981 0.80012
O -5.50820 5.91824 -0.97018
P -4.79773 1.56281 -2.74212
C -3.55527 0.37209 -3.52007
O -6.29507 1.28053 -3.57572
P -2.71736 3.55776 -0.33659
O -3.23408 4.33701 0.92232
H 3.49121 -2.24867 1.25274
H 3.47799 -4.12647 1.59679
H 2.10981 -3.33259 0.66757
H 4.12130 -4.75258 -0.67807
H 5.16009 -3.25720 -0.37388
H 2.98184 -3.71787 -2.46813
H 2.39760 -2.38549 -1.34565
H 5.18829 -1.50414 -1.83041
H 4.78784 -2.45386 -3.34124
H 2.39764 -1.17340 -3.37186
H 3.91068 -0.42658 -4.13432
H 3.60123 1.49348 -2.82921
H 2.04377 0.77531 -2.19295
H 4.89321 0.87483 -0.83392
H 3.69734 -0.44362 -0.22676
H 3.70373 1.79767 1.19729
H 3.04304 2.64874 -0.31022
H 0.90970 1.62705 -0.26403
H 1.62901 -0.02962 0.36085
H 1.91635 1.90175 2.54962
H 0.79640 0.40377 2.51974
H -0.30989 2.76860 3.04930
H -0.28304 3.12519 1.23689
H -1.46409 0.26354 2.11634
H -2.46384 1.71606 2.61971
H 0.25168 -1.68190 -0.49429
H -2.09536 -2.62227 -1.22957
H -7.63667 0.22587 -0.23511
H -6.35672 -0.86350 0.48972
H -5.64593 -1.39119 -2.23779
H -7.51941 -1.04148 -2.36300
H -6.98149 -3.53358 -1.86721
H -6.31425 -3.03888 -0.16185
H -8.64028 -2.20693 0.53590
H -9.30724 -2.43013 -1.17869
H -7.67309 -6.33352 -0.11553
H -5.45961 3.00735 1.12496
H -7.12222 2.47480 0.44086
H -6.72138 5.09332 1.79084
H -7.15224 6.61962 0.80264
H -8.18149 5.07964 0.55920
H -2.45748 0.66239 -3.32574
H -3.67364 0.43502 -4.66877
H -3.79602 -0.70264 -3.23624
H -7.04659 1.46842 -2.96267
H -1.38807 4.09095 -0.58943
H -3.48038 3.84246 -1.51237
C 8.13206 -3.58000 3.21114
C 7.05685 -4.50434 2.70672
O 5.87716 -4.34698 2.98846
N 7.43549 -5.54378 1.91116
C 8.77058 -5.89008 1.47222
H 7.68360 -2.80342 3.82926
H 8.84888 -4.13645 3.81963
H 8.64037 -3.10290 2.36983
H 6.66461 -6.12236 1.60944
H 8.78866 -5.87434 0.38028
H 8.99565 -6.90077 1.81978
H 9.52162 -5.20242 1.85458
C 7.15844 3.96585 1.32404
C 5.70611 3.80592 1.68368
O 5.21787 2.71721 1.95836
N 4.92907 4.92358 1.69704
C 5.32150 6.28566 1.40371
H 7.65000 2.99436 1.35482
H 7.25144 4.36940 0.31299
H 7.65093 4.62635 2.04151
H 3.96686 4.74316 1.94631
H 5.11550 6.89980 2.28291
H 4.71870 6.64449 0.56671
H 6.37578 6.36506 1.14812



This record from the OMol25 dataset describes C50H50N9S5ScSe as an isolated structure. The level of theory is ωB97M-V/def2-TZVPD.

Computed properties:
energy relative to the best compared isomer or geometry (same formula, charge and spin) = 12.54 kJ/mol
HOMO energy (alpha / beta) = -5.22 / -3.26 eV
calculated total energy = -206287.2972 eV
E_LUMO (alpha / beta) = 0.08 / -1.38 eV
charge = 0
orbital gap (alpha / beta) = 5.293 / 1.878 eV

CARTESIAN COORDINATES (ANGSTROEM)
Sc -7.80353 0.32584 21.49205
C -6.50373 5.67726 19.63499
S -6.67935 5.19756 21.35355
C -6.71581 3.41265 21.35129
S -7.25810 2.43006 19.95628
N -6.42041 2.89305 22.49820
N -6.56308 1.55592 22.65731
C -6.22105 1.07674 23.87670
C -6.48962 -0.28067 24.12084
C -6.16125 -1.05218 25.28541
C -6.49227 -2.37933 25.37519
C -7.21889 -3.01578 24.30138
C -7.60345 -2.26027 23.25277
N -7.28045 -0.92706 23.09098
H -6.66413 6.75092 19.62555
H -5.50467 5.45507 19.24633
H -7.24517 5.16308 19.01628
H -5.72547 1.72711 24.59439
H -5.59665 -0.59227 26.09467
H -6.22595 -2.95467 26.23015
H -7.51237 -4.05931 24.37821
H -8.23154 -2.66438 22.45638
N -9.94444 -0.08197 20.29014
S -11.40789 0.33693 20.20358
N -11.82181 1.79375 20.71307
S -12.45257 2.43804 21.98812
N -11.69133 2.49490 23.32789
S -9.99918 2.54827 23.17797
N -9.42422 1.46209 22.48303
C -9.87133 4.18441 22.45829
C -10.08659 5.37838 23.14859
C -10.23277 6.54565 22.41105
C -10.22453 6.49492 21.01679
C -9.95740 5.30373 20.36034
C -9.79489 4.14276 21.08760
C -9.52838 2.81237 24.83304
C -10.16794 2.19750 25.89727
C -9.56342 2.29872 27.15417
C -8.37146 2.99645 27.29855
C -7.79209 3.64131 26.20250
C -8.36466 3.54328 24.96655
C -14.04849 1.83329 22.35185
C -14.90878 1.84592 21.26432
C -16.23915 1.58768 21.45014
C -16.68517 1.26026 22.73826
C -15.82625 1.26223 23.82111
C -14.47693 1.54405 23.64039
C -12.89674 4.04883 21.39019
C -13.30009 4.95580 22.37623
C -13.87138 6.14856 21.99547
C -14.01775 6.44478 20.62244
C -13.62288 5.53357 19.64972
C -13.06766 4.33210 20.03715
C -11.98056 0.63494 18.53820
C -11.52162 1.82774 17.98948
C -11.90903 2.16737 16.70674
C -12.75154 1.32782 15.98466
C -13.18363 0.13820 16.53226
C -12.76359 -0.23798 17.79829
C -12.51211 -0.68607 21.10979
C -13.79938 -1.02544 20.74936
C -14.60936 -1.68170 21.65094
C -14.13069 -1.99648 22.91471
C -12.82282 -1.63770 23.26300
C -12.00857 -0.98149 22.36609
H -10.16827 5.31746 24.22240
H -10.42580 7.48366 22.91499
H -10.41123 7.38853 20.43152
H -9.88471 5.24762 19.26931
H -9.57447 3.20506 20.59282
H -11.08139 1.64885 25.75694
H -10.01150 1.89475 28.04678
H -7.89682 3.07995 28.26827
H -6.87903 4.21808 26.31321
H -7.88219 3.93698 24.06670
H -14.51360 2.12685 20.28053
H -16.94181 1.61248 20.62433
H -17.73874 1.03246 22.87589
H -16.22514 1.04923 24.80922
H -13.80763 1.59985 24.49865
H -13.19294 4.69598 23.42717
H -14.21143 6.88170 22.71448
H -14.44394 7.39697 20.32136
H -13.73145 5.80023 18.60831
H -12.76787 3.58651 19.30072
H -10.85924 2.49097 18.53486
H -11.52227 3.06331 16.23100
H -13.04103 1.61284 14.96862
H -13.82293 -0.50731 15.95604
H -12.98855 -1.20832 18.21339
H -14.20323 -0.72695 19.79799
H -15.62918 -1.92101 21.37183
H -14.75213 -2.51996 23.63435
H -12.44623 -1.87561 24.24708
H -10.99175 -0.73374 22.62450
C -6.99458 -0.55942 18.46498
C -6.23636 -1.43389 17.44919
N -5.08921 -2.09046 18.08310
C -5.64948 -3.09852 18.98610
C -6.63781 -2.44069 19.97453
N -6.61971 -0.94441 19.84762
C -5.20214 -0.55647 20.07407
C -4.35312 -1.09189 18.90441
H -8.07066 -0.62634 18.36886
H -6.72070 0.46963 18.37782
H -5.87024 -0.81324 16.61078
H -6.89755 -2.21005 17.03293
H -4.83320 -3.57625 19.54293
H -6.13767 -3.88110 18.40320
H -6.34817 -2.65196 21.00496
H -7.66606 -2.75912 19.83608
H -4.90270 -0.91500 21.06221
H -5.16781 0.52415 20.13606
H -3.41591 -1.52939 19.24975
H -4.09338 -0.26878 18.23700
Se -10.17762 -1.92239 19.52273



This record from the OMol25 dataset describes a 2-piece molecular cluster, CH5N2O overall. The level of theory is ωB97M-V/def2-TZVPD.

Computed properties:
energy relative to the best compared isomer or geometry (same formula, charge and spin) = 578.77 kJ/mol
HOMO energy = -15.20 eV
calculated total energy = -6133.0828 eV
E_LUMO = -4.74 eV
charge = +1
orbital gap = 10.456 eV

CARTESIAN COORDINATES (ANGSTROEM)
C -0.81322 -0.88335 -0.26954
N -1.47199 -0.21437 -1.35906
N 0.41156 -0.24950 0.35577
O -1.91598 -0.19663 -0.06572
H -0.91744 -1.95995 -0.23119
H -0.72137 1.08801 -1.60846
H 0.86442 0.53198 -0.04950
H 1.22585 -0.89400 0.54280
H 0.30091 0.20503 1.32712



This record from the OMol25 dataset describes BrH4NSi as an isolated structure. The level of theory is ωB97M-V/def2-TZVPD.

Computed properties:
energy relative to the best compared isomer or geometry (same formula, charge and spin) = 315.88 kJ/mol
HOMO energy = -8.22 eV
calculated total energy = -79473.1940 eV
E_LUMO = -2.18 eV
charge = 0
orbital gap = 6.040 eV

CARTESIAN COORDINATES (ANGSTROEM)
N 0.25701 0.43529 0.36113
Si 0.61973 -1.02596 -0.32703
Br -2.21505 2.10440 -0.10595
H -0.72003 1.00053 0.10940
H 0.33047 0.62183 1.29677
H 0.82065 -0.83391 -1.62595
H 0.90722 -2.30219 0.29163



This record from the OMol25 dataset describes C37H36FN2O2 as an isolated structure. The level of theory is ωB97M-V/def2-TZVPD.

Computed properties:
energy relative to the best compared isomer or geometry (same formula, charge and spin) = 76.41 kJ/mol
HOMO energy = -11.17 eV
calculated total energy = -48735.9565 eV
E_LUMO = -4.01 eV
charge = +1
orbital gap = 7.169 eV

CARTESIAN COORDINATES (ANGSTROEM)
C -4.33867 0.70602 2.05330
O -4.33272 -0.74496 2.05117
C -3.18935 -1.43952 2.27655
C -3.30293 -2.84895 2.39375
C -2.19130 -3.59045 2.73648
C -0.89967 -3.06937 2.53550
C 0.24688 -4.02813 2.35501
C 1.53041 -3.39940 1.96368
C 2.74065 -3.99441 2.36463
C 3.92057 -3.27452 2.33187
C 3.94312 -1.96031 1.78298
O 5.02863 -1.18250 2.03455
C 4.95987 0.24168 1.75590
C 2.78167 -1.46096 1.15403
C 1.61463 -2.21368 1.19948
C -0.81250 -1.65224 2.61292
C -1.94130 -0.83868 2.53321
H -5.35741 0.95234 1.73336
H -4.15407 1.10578 3.07148
H -3.59872 1.13264 1.35701
H -4.28084 -3.31249 2.24694
H -2.33931 -4.60724 3.09919
H 0.33600 -4.78691 3.15023
H 2.72945 -5.02673 2.72542
H 4.82846 -3.66618 2.78928
H 5.90839 0.66488 2.09779
H 4.83991 0.43152 0.67505
H 4.14334 0.71980 2.31892
H 2.76509 -0.45925 0.71619
H 0.73170 -1.83174 0.65975
H 0.14818 -1.14316 2.68786
H -1.86207 0.24468 2.65200
F 2.21529 -1.87505 -2.03924
C 1.62674 -3.05744 -2.60865
C 1.33531 -2.78885 -4.09777
C 1.86801 -1.66723 -4.72823
C 1.53800 -1.41214 -6.06297
C 0.76117 -2.32624 -6.78276
C 0.30557 -3.50497 -6.17408
C 0.62408 -3.75668 -4.82908
C 2.62583 -4.19854 -2.42568
C 3.00687 -5.04135 -3.47450
C 3.90833 -6.07976 -3.23047
C 4.44480 -6.25307 -1.95389
C 4.05685 -5.40820 -0.90293
C 3.16728 -4.36001 -1.14336
C 0.30702 -3.24021 -1.83405
C -0.60806 -2.01430 -2.03050
C -1.73362 -2.46820 -2.94226
C -1.81027 -3.98592 -2.81374
N -0.50237 -4.42009 -2.26213
C -0.47556 -5.46579 -1.33219
C -1.55739 -5.64757 -0.44040
C -1.18478 -5.71788 0.89098
N 0.09436 -5.55226 1.29282
C 1.04350 -6.00887 0.42151
C 0.79011 -5.97952 -0.93637
H 2.52652 -0.99864 -4.16065
H 1.89584 -0.48397 -6.51003
H 0.53054 -2.13889 -7.83414
H -0.30568 -4.22856 -6.72194
H 0.37223 -4.72004 -4.35728
H 2.58412 -4.90276 -4.46820
H 4.18364 -6.72147 -4.06986
H 5.20779 -7.01885 -1.78593
H 4.44543 -5.55539 0.10542
H 2.87324 -3.66510 -0.34147
H 0.58756 -3.40190 -0.76928
H -0.98649 -1.71718 -1.04038
H -0.05201 -1.16393 -2.45351
H -2.68054 -2.00241 -2.66730
H -1.50862 -2.20084 -3.97482
H -2.64763 -4.25612 -2.16405
H -1.96705 -4.47885 -3.78968
H -2.59487 -5.46393 -0.72546
H -1.94282 -5.80630 1.66353
H 2.00885 -6.37634 0.81082
H 1.57758 -6.12382 -1.67626



This record from the OMol25 dataset describes a 3-piece molecular cluster, C16H45BrN6O4P2 overall. The level of theory is ωB97M-V/def2-TZVPD.

Computed properties:
HOMO energy = -7.78 eV
calculated total energy = -123063.0818 eV
E_LUMO = -0.97 eV
charge = 0
orbital gap = 6.814 eV

CARTESIAN COORDINATES (ANGSTROEM)
C 5.06931 -3.07954 -5.48791
O 4.60957 -4.47695 -5.50063
C 3.57943 -4.71092 -6.53700
C 2.24218 -5.27745 -5.75400
Br 2.58865 -5.36247 -3.77021
O 0.98913 -4.58938 -6.11404
C 1.04793 -3.14471 -5.84261
H 4.48582 -2.47595 -4.64689
H 6.21269 -3.07374 -5.14463
H 5.00967 -2.53828 -6.52622
H 4.00367 -5.57483 -7.24138
H 3.37767 -3.79620 -7.23831
H 2.11159 -6.40506 -6.12331
H 1.05929 -2.60612 -6.90781
H 2.01174 -2.80703 -5.23252
H 0.11171 -2.72233 -5.25597
O 2.65708 -1.60693 -1.05740
P 2.51576 -1.92747 0.45085
N 1.17917 -2.95998 0.18338
C -0.04660 -2.48790 -0.44291
C 1.57113 -4.22518 -0.45183
N 2.06035 -0.35418 0.90946
C 0.75635 0.05767 1.39622
C 2.66634 0.75400 0.17072
N 2.35330 -2.29595 2.18470
C 3.66992 -2.59261 2.75576
C 1.36122 -3.17809 2.79311
H -0.78447 -3.29593 -0.51921
H 0.11414 -2.08472 -1.44681
H -0.53881 -1.72672 0.15946
H 2.43417 -4.65758 0.06596
H 1.84319 -4.08494 -1.50322
H 0.76635 -4.96600 -0.39229
H 0.06801 0.27950 0.57462
H 0.84474 0.96591 2.00458
H 0.29225 -0.68225 2.05025
H 2.15125 0.92625 -0.78080
H 3.72237 0.55096 -0.03968
H 2.63994 1.68558 0.74762
H 4.02268 -3.57767 2.43215
H 3.65164 -2.56240 3.85063
H 4.40287 -1.84678 2.43083
H 1.51967 -4.22738 2.51998
H 0.33809 -2.89131 2.53346
H 1.40750 -3.10950 3.88679
O -1.63771 2.98032 1.41927
P -3.03737 3.25208 2.02311
N -3.31735 4.57217 0.97284
C -2.44351 5.73550 0.94675
C -3.56320 4.14138 -0.40986
N -2.46506 3.72789 3.55249
C -2.52405 5.06392 4.11685
C -1.26933 3.04984 4.05401
N -4.64639 3.56450 2.71727
C -5.38069 2.30412 2.85818
C -5.57648 4.61381 2.30927
H -2.79378 6.47283 0.21405
H -1.40704 5.48616 0.70231
H -2.45517 6.26877 1.89543
H -4.29872 3.32986 -0.42868
H -2.64868 3.77991 -0.89164
H -3.97984 4.95614 -1.01201
H -1.67679 5.67792 3.79558
H -2.49906 5.01764 5.21232
H -3.44851 5.58951 3.87244
H -0.35828 3.48076 3.62426
H -1.29529 1.98202 3.80951
H -1.19667 3.11502 5.14571
H -5.71449 1.93575 1.88226
H -6.25092 2.41460 3.51429
H -4.74023 1.53843 3.30827
H -5.97384 4.44399 1.30230
H -5.12282 5.60820 2.35195
H -6.42838 4.65945 2.99859